A cluster of 4 separate species, C24H47FO3 in total, computed with the ωB97M-V functional and the def2-TZVPD basis.

```
! wB97M-V def2-TZVPD RIJCOSX def2/J DEFGRID3
* xyz 0 1
F 2.8085 -4.8475 -0.4850
O -0.5423 -2.9860 -3.0214
O -0.8734 -1.2511 -1.6205
O 0.4219 -4.7663 -4.0271
C 1.4036 -3.7913 -2.0419
C 2.6108 -4.6648 -1.8669
C -1.2578 2.8283 4.9946
C -1.6154 3.9110 6.0138
C -2.9282 -0.4134 0.9960
C 1.6353 -0.1773 -4.3741
C -0.4181 4.5446 6.7203
C -1.8039 0.0477 1.9176
C 1.0118 -2.7446 -1.3117
C 0.4080 3.5488 7.5289
C -1.2469 -1.1972 5.3356
C 0.6536 -0.7293 -5.4048
C 1.0209 1.2536 -7.7692
C 3.8587 -4.0265 -2.4785
C -0.2213 -2.1955 -1.9315
C -0.8207 -1.0657 2.2763
C 1.9576 0.0834 -7.4731
C -0.1559 0.8798 -8.6651
C -1.4304 -2.2540 3.0245
C -2.1524 -1.8827 4.3183
C -0.8847 4.3912 3.0097
C 0.4238 -3.9612 -3.1511
C 1.3058 -1.0897 -6.7386
C -0.3147 3.2748 3.8790
H -2.5768 -2.7884 4.7592
H 2.4287 -5.6534 -2.2984
H 1.1307 0.0351 -3.4294
H 2.0957 0.7523 -4.7109
H 3.5920 -3.4566 -3.3738
H 1.2292 4.0491 8.0438
H 2.3720 -0.2860 -8.4165
H -3.5795 0.4204 0.7296
H -1.7938 -0.9574 6.2487
H 0.6466 1.6790 -6.8339
H -2.2789 3.4724 6.7658
H -0.1965 4.6497 2.2039
H 4.6027 -4.7753 -2.7466
H -3.5497 -1.1762 1.4689
H -2.5184 -0.8280 0.0755
H -2.2244 0.4840 2.8290
H 0.2251 5.0445 5.9909
H -0.7748 1.7515 -8.8810
H -1.8301 4.0849 2.5567
H -0.4028 -1.8350 5.6068
H 4.2627 -3.3216 -1.7482
H -2.1266 -2.7841 2.3686
H 1.5992 2.0463 -8.2509
H -0.0052 -0.6410 2.8695
H -0.8511 -0.2625 4.9360
H -2.1839 2.4564 4.5436
H 0.1785 -1.6243 -5.0026
H 2.8108 0.4495 -6.8948
H 0.8424 2.7750 6.8940
H 0.1943 0.4740 -9.6166
H -3.0001 -1.2296 4.0936
H -1.0686 5.2985 3.5871
H 2.0680 -1.8569 -6.5650
H -1.2483 0.8513 1.4262
H -0.6308 -2.9662 3.2537
H -0.0950 2.4093 3.2472
H 0.6427 3.5919 4.3020
H -0.7844 5.3294 7.3872
H -0.3618 -1.4362 1.3536
H 2.4379 -0.8948 -4.1775
H -2.1964 4.6974 5.5242
H 0.5563 -1.5558 -7.3833
H -0.8132 1.9732 5.5111
H -0.2085 3.0553 8.2832
H 1.4804 -2.3417 -0.4233
H -0.7972 0.1309 -8.1981
H -0.1532 -0.0091 -5.5630
*
```

Summary:
* electronic energy: -1268.26249 Eh
* LUMO energy: -1.166 eV
* E_HOMO: -10.9 eV
* HOMO-LUMO gap: 9.7 eV

What are the Mulliken partial charges on each atom? They are as follows, in elementary charge units: number 1, F, carries -0.336; number 2, O, carries -0.344; number 3, O, carries -0.528; number 4, O, carries -0.541; number 5, C, carries 0.326; number 6, C, carries 0.255; number 7, C, carries -0.001; number 8, C, carries -1.008; number 9, C, carries -1.201; number 10, C, carries -1.063; number 11, C, carries -0.463; number 12, C, carries 0.268; number 13, C, carries -0.338; number 14, C, carries -1.164; number 15, C, carries -0.810; number 16, C, carries 0.015; number 17, C, carries -0.340; number 18, C, carries -1.122; number 19, C, carries 0.324; number 20, C, carries -0.042; number 21, C, carries -0.772; number 22, C, carries -1.206; number 23, C, carries -0.775; number 24, C, carries -0.453; number 25, C, carries -1.338; number 26, C, carries 0.427; number 27, C, carries -0.790; number 28, C, carries -0.239; number 29, H, carries 0.382; number 30, H, carries 0.341; number 31, H, carries 0.298; number 32, H, carries 0.414; number 33, H, carries 0.264; number 34, H, carries 0.381; number 35, H, carries 0.392; number 36, H, carries 0.431; number 37, H, carries 0.383; number 38, H, carries 0.228; number 39, H, carries 0.400; number 40, H, carries 0.403; number 41, H, carries 0.328; number 42, H, carries 0.309; number 43, H, carries 0.095; number 44, H, carries -0.148; number 45, H, carries 0.238; number 46, H, carries 0.383; number 47, H, carries 0.282; number 48, H, carries 0.334; number 49, H, carries 0.349; number 50, H, carries 0.342; number 51, H, carries 0.392; number 52, H, carries 0.381; number 53, H, carries -0.098; number 54, H, carries 0.298; number 55, H, carries 0.064; number 56, H, carries 0.307; number 57, H, carries 0.267; number 58, H, carries 0.296; number 59, H, carries 0.228; number 60, H, carries 0.341; number 61, H, carries 0.363; number 62, H, carries 0.372; number 63, H, carries 0.407; number 64, H, carries 0.173; number 65, H, carries 0.364; number 66, H, carries 0.390; number 67, H, carries -0.342; number 68, H, carries 0.124; number 69, H, carries 0.397; number 70, H, carries 0.341; number 71, H, carries -0.024; number 72, H, carries 0.290; number 73, H, carries 0.576; number 74, H, carries 0.283; number 75, H, carries 0.238